The following is a DFT calculation (the ωB97M-V functional and the def2-TZVPD basis) of a 2-piece molecular cluster, C5H8O2 overall.

Geometry as XYZ:
```
15
Properties=species:S:1:pos:R:3:forces:R:3
O -0.962590 1.476200 -0.376782 -0.59 0.35 -0.27
C 0.485753 -0.502700 0.150316 0.23 -0.73 0.21
C -0.522763 -1.333823 0.327335 0.55 -0.37 0.05
C -1.987209 0.677069 -0.006620 -0.50 0.56 -0.29
O -2.737014 0.144263 -0.779781 0.25 0.20 0.33
C 1.567458 0.248754 0.782049 0.07 -0.03 0.26
C 1.609828 -0.121186 -0.706113 0.06 -0.13 -0.22
H -0.879875 1.360208 -1.338219 -0.05 0.19 0.07
H -0.975326 -1.862684 -0.504297 0.09 -0.03 0.11
H -0.943761 -1.492134 1.315597 -0.02 0.01 -0.10
H -2.070461 0.647844 1.087729 -0.05 0.09 -0.18
H 2.166377 -0.306018 1.497032 0.16 0.14 -0.12
H 1.458482 1.311418 0.996083 -0.14 -0.28 -0.04
H 1.566045 0.707552 -1.412840 -0.16 -0.17 0.18
H 2.225055 -0.954762 -1.031489 0.12 0.19 0.02
```
Forces are in eV/Å.

F_max in eV/Å: 0.809
Energy relative to the best compared isomer or geometry (same formula, charge and spin) in kcal/mol: 59.5
SMILES: C=C1CC1.O=CO

=====

The following is a DFT calculation (the ωB97M-V functional and the def2-TZVPD basis) of one molecule with the formula C5H8O2.

Geometry as XYZ:
```
15
Properties=species:S:1:pos:R:3:forces:R:3
C -0.632874 -1.351703 1.394798 -0.01 -0.02 0.08
C -0.569865 -0.301308 0.321532 -0.19 0.16 -0.02
C -1.613147 0.270714 -0.302420 0.06 -0.14 0.02
C 0.635803 0.392718 -0.046626 -0.09 -0.04 -0.11
O 1.454614 0.690012 0.934170 0.09 0.05 -0.21
C 0.999033 0.717081 -1.484443 0.26 0.10 0.59
O 0.140126 0.601624 -2.427476 -0.03 0.14 -0.22
H -1.583409 -1.887670 1.316436 0.13 0.13 0.07
H -0.544878 -0.935007 2.402375 0.03 -0.02 -0.11
H 0.170516 -2.085086 1.264006 -0.10 0.15 0.02
H -1.424483 0.912764 -1.165338 -0.06 -0.07 0.13
H -2.630068 0.107006 0.046686 0.09 -0.15 -0.15
H 2.147185 1.290905 0.598424 -0.01 -0.19 0.01
H 1.615017 1.667941 -1.419641 -0.04 -0.13 -0.01
H 1.836431 -0.089991 -1.432483 -0.11 0.02 -0.10
```
Forces are in eV/Å.

F_max in eV/Å: 0.654
Energy relative to the best compared isomer or geometry (same formula, charge and spin) in kcal/mol: 86.7

=====

The following is a DFT calculation (the ωB97M-V functional and the def2-TZVPD basis) of C5H8O2 as an isolated structure.

Geometry as XYZ:
```
15
Properties=species:S:1:pos:R:3:forces:R:3
C -1.329040 1.020867 -0.324556 0.13 0.12 -0.04
C -0.122822 0.422215 0.257106 -0.67 0.96 1.09
C 0.093547 -0.368588 1.517885 -0.44 0.14 0.15
O 1.520467 -0.332061 1.300885 0.20 -0.01 0.06
C 1.288491 0.298112 0.038156 0.22 -0.04 -0.33
C 1.001680 -0.620128 -1.110287 -0.27 -0.06 -0.63
O -0.152349 -1.443587 -1.159287 0.41 -0.62 -0.37
H -1.708897 1.769067 0.381715 -0.16 0.01 -0.16
H -1.097654 1.497158 -1.278359 -0.11 0.10 0.08
H -2.124002 0.278262 -0.497517 0.28 0.07 0.03
H -0.270813 -1.398402 1.648752 -0.02 0.14 -0.24
H -0.220672 0.226988 2.390939 0.10 -0.17 -0.02
H 1.905688 1.145580 -0.264633 0.27 -0.31 -0.01
H 1.195882 -0.183028 -2.099028 -0.28 0.02 0.36
H 0.020489 -2.312450 -0.801778 0.33 -0.34 0.03
```
Forces are in eV/Å.

F_max in eV/Å: 1.596
Energy relative to the best compared isomer or geometry (same formula, charge and spin) in kcal/mol: 130.5

=====

The following is a DFT calculation (the ωB97M-V functional and the def2-TZVPD basis) of one molecule with the formula C5H8O2.

Geometry as XYZ:
```
15
Properties=species:S:1:pos:R:3:forces:R:3
O 1.427866 0.944621 1.272506 -0.14 -0.10 0.19
C 1.026529 1.272977 -0.037635 -0.06 0.13 -0.39
C 0.850078 0.053370 -0.945097 0.11 -0.08 0.07
C -0.277694 -0.879514 -0.523663 -0.09 0.11 -0.39
O 0.073518 -1.410652 0.758497 0.09 -0.59 -0.01
C -1.594034 -0.250223 -0.307716 -0.40 -0.12 0.93
C -2.491735 -0.039079 0.470405 0.15 0.16 -0.26
H 0.837654 0.242214 1.583924 0.20 0.07 -0.04
H 1.825093 1.901228 -0.447960 -0.19 -0.04 0.02
H 0.095015 1.865079 -0.034382 0.17 -0.09 0.01
H 1.744883 -0.568555 -0.878893 0.16 0.14 -0.15
H 0.718232 0.365912 -1.992158 -0.05 -0.07 0.32
H -0.370035 -1.702858 -1.244584 0.03 0.17 0.01
H -0.694478 -1.923560 1.051047 0.30 0.14 0.06
H -3.170897 0.129037 1.275712 -0.27 0.18 -0.38
```
Forces are in eV/Å.

F_max in eV/Å: 1.021
Energy relative to the best compared isomer or geometry (same formula, charge and spin) in kcal/mol: 66.2
SMILES: C#C[C@H](O)CCO

=====

The following is a DFT calculation (the ωB97M-V functional and the def2-TZVPD basis) of a 2-piece molecular cluster, C5H8O2 overall.

Geometry as XYZ:
```
15
Properties=species:S:1:pos:R:3:forces:R:3
C -1.408221 -1.757278 -1.540469 -0.44 1.06 -0.10
C -1.650071 -0.591414 -1.583815 0.23 -1.43 -0.04
C 1.364008 -0.242993 0.066510 -1.26 -3.19 -1.08
C -0.011205 1.773235 0.427603 -5.12 -4.92 3.51
C 0.506421 0.474146 0.996809 -0.43 0.12 3.05
O 0.531886 2.569939 -0.247399 3.81 4.92 -4.16
O -0.506541 -0.283397 1.729655 1.19 0.60 -1.69
H -1.264873 -2.772762 -1.563563 0.32 -1.66 0.07
H 0.757539 -0.792516 -0.754264 1.20 0.94 1.35
H 1.938370 0.508609 -0.355551 1.53 1.08 -1.19
H 1.988464 -0.940322 0.644904 -0.10 0.03 -0.43
H 1.144516 0.846430 1.797329 0.42 -0.07 0.45
H -1.002371 1.903022 0.848084 -0.57 0.54 0.14
H -1.822939 0.409449 -1.688283 -0.33 1.92 -0.02
H -0.564983 -1.104150 1.222450 -0.45 0.06 0.13
```
Forces are in eV/Å.

F_max in eV/Å: 7.921
Energy relative to the best compared isomer or geometry (same formula, charge and spin) in kcal/mol: 68.3
2S+1: 3

=====

The following is a DFT calculation (the ωB97M-V functional and the def2-TZVPD basis) of an isolated ion of composition C5H8O2P and charge -1.

Geometry as XYZ:
```
16
Properties=species:S:1:pos:R:3:forces:R:3
C -1.954701 0.498675 0.328956 0.35 -1.80 -3.10
C -1.365443 -0.843764 0.022833 -0.57 -0.04 0.98
C -2.388073 1.302214 -0.619713 -1.17 -0.30 -1.15
C -0.095564 -1.158817 0.159670 0.20 5.68 0.26
C 2.725248 -0.529139 0.037887 -0.05 -0.56 -1.57
O 1.094219 0.867397 1.691508 -0.40 0.53 2.27
O 0.856347 1.331609 -0.831886 0.13 -1.28 0.82
P 1.084917 0.363561 0.321225 0.87 -0.88 -2.67
H -2.048834 0.733539 1.312241 0.02 0.94 2.80
H -2.024324 -1.671159 -0.145229 -0.88 -0.28 -0.35
H -2.867424 2.223870 -0.309891 0.10 0.20 -0.35
H -2.470091 0.975471 -1.705172 0.52 0.67 1.50
H 0.228678 -2.062251 -0.105901 1.36 -3.69 -0.73
H 3.518964 -0.227790 0.714180 -0.25 -0.15 0.72
H 2.554703 -1.692418 0.076159 0.66 2.22 -0.34
H 3.151379 -0.110991 -0.946863 -0.88 -1.26 0.93
```
Forces are in eV/Å.

F_max in eV/Å: 5.689
Energy relative to the best compared isomer or geometry (same formula, charge and spin) in kcal/mol: 16.7
SMILES: C=C/C=C\[P@](C)(=O)[O-]
Total charge: -1

=====

The following is a DFT calculation (the ωB97M-V functional and the def2-TZVPD basis) of an isolated ion of composition C5H8O2P and charge -1.

Geometry as XYZ:
```
16
Properties=species:S:1:pos:R:3:forces:R:3
C -0.502332 0.624328 -2.083002 0.09 -2.47 1.59
C -0.036940 0.768758 -0.803949 -0.12 -1.01 -1.79
C 1.280738 0.100795 1.277516 -1.50 -2.24 -0.31
C 0.426703 -0.279626 0.084200 -1.03 -0.44 2.94
C -0.241346 -0.214731 1.575269 3.83 -0.94 -1.45
O -0.980588 -1.716820 3.824242 -0.43 0.35 1.01
O -1.822596 -2.357595 1.479286 0.39 -0.31 -0.04
P -0.457101 -1.932695 2.451217 0.02 0.31 -1.66
H -0.740033 1.481862 -2.575176 -0.75 2.45 -1.40
H -0.830771 -0.306700 -2.696016 1.14 1.29 1.70
H 0.071793 1.764398 -0.331946 -0.15 -0.37 -0.73
H 2.108969 -0.609198 1.525002 -0.98 0.72 0.09
H 1.480136 1.118120 1.277031 0.90 1.75 0.25
H 0.443494 -1.336850 -0.106552 0.24 -0.18 -1.10
H -0.737502 0.707279 1.608314 -1.24 1.05 0.76
H -1.383050 -2.732469 0.699212 -0.41 0.02 0.14
```
Forces are in eV/Å.

F_max in eV/Å: 4.207
Energy relative to the best compared isomer or geometry (same formula, charge and spin) in kcal/mol: 44.6
SMILES: C=C[C@H]1C[C@@H]1P([O-])O
Total charge: -1

=====

The following is a DFT calculation (the ωB97M-V functional and the def2-TZVPD basis) of one molecule with the formula C5H8O2S.

Geometry as XYZ:
```
16
Properties=species:S:1:pos:R:3:forces:R:3
C 1.532605 -1.606891 -0.145826 -0.88 -4.12 0.34
C 2.310572 -0.602614 -0.399914 1.57 1.01 -1.07
C 0.127354 -1.331750 0.274410 -1.02 0.07 -4.18
C -0.233599 0.188292 0.180035 1.35 -0.82 1.12
C -1.742282 1.806996 -0.482475 0.79 1.55 -3.77
O -0.737944 0.627984 1.438531 1.22 -1.34 1.49
O -1.138324 0.556567 -0.784013 0.55 -0.67 0.13
S 1.553898 0.936210 -0.274997 -1.29 1.24 0.71
H 1.677574 -2.744888 -0.351168 0.51 2.29 0.46
H 3.326737 -0.578909 -0.838720 -0.74 -0.36 0.46
H -0.439572 -1.923683 -0.569725 0.27 1.21 1.81
H -0.131416 -1.722354 1.214811 -0.42 -0.58 1.23
H -1.906359 1.767082 0.533882 -0.99 1.04 1.76
H -2.614615 1.889784 -1.139530 -0.17 -0.34 0.57
H -1.115180 2.706380 -0.874330 -0.45 -1.48 1.14
H -0.469446 0.031795 2.219030 -0.29 1.30 -2.20
```
Forces are in eV/Å.

F_max in eV/Å: 4.309
Energy relative to the best compared isomer or geometry (same formula, charge and spin) in kcal/mol: 52.5
SMILES: CO[C@@]1(O)CC=CS1

=====

The following is a DFT calculation (the ωB97M-V functional and the def2-TZVPD basis) of C5H8O2S as an isolated structure.

Geometry as XYZ:
```
16
Properties=species:S:1:pos:R:3:forces:R:3
C 0.782545 0.582256 0.453015 -0.40 -1.26 -1.38
C 1.573734 -0.307712 -0.473200 3.01 -1.01 -0.98
C -1.532027 -0.038966 -1.279065 -3.15 1.30 -2.94
C -1.499925 -0.695477 1.189652 3.63 2.83 -2.93
C -0.262123 -0.503425 0.243087 -0.18 -0.18 5.55
O -3.536898 0.757186 0.295966 0.02 -0.57 -0.03
O 0.700890 -1.448009 -0.186830 -1.41 0.81 -0.72
S -2.859991 -0.498783 -0.135215 0.75 1.11 -1.88
H 1.355555 0.642870 1.339946 -0.13 -0.16 1.59
H 0.479689 1.540745 0.184246 -0.30 1.79 -0.85
H 1.696663 -0.014105 -1.579026 -0.64 -0.65 1.56
H 2.601669 -0.643892 -0.086841 -1.28 0.83 -0.66
H -1.695711 1.043747 -1.523302 0.38 -0.54 0.86
H -1.426702 -0.451810 -2.312895 -0.05 -0.69 1.17
H -1.494228 -1.563372 1.688593 -0.48 -3.25 1.81
H -1.681499 0.198105 1.800628 0.24 -0.36 -0.16
```
Forces are in eV/Å.

F_max in eV/Å: 5.557
Energy relative to the best compared isomer or geometry (same formula, charge and spin) in kcal/mol: 78.0
2S+1: 3

=====

The following is a DFT calculation (the ωB97M-V functional and the def2-TZVPD basis) of one molecule with the formula C5H8O3.

Geometry as XYZ:
```
16
Properties=species:S:1:pos:R:3:forces:R:3
C 0.604505 0.080546 -1.039375 -0.61 2.01 -0.41
C 1.431842 -0.503500 0.003653 -0.12 1.51 0.28
C 0.419274 0.612245 0.379636 0.09 -1.96 0.72
C -0.821358 0.212466 1.132807 0.52 1.45 0.81
C -2.086620 0.363108 0.403981 -0.43 0.29 -0.32
H -0.840138 -1.092364 -1.108013 -1.21 -1.35 1.30
H 1.027740 0.920800 -1.588715 0.32 -0.74 -0.50
H 1.218882 -1.500560 0.315979 -0.13 -0.65 0.32
H 3.251047 -0.566961 -0.628713 -0.21 0.31 0.34
H 0.862047 1.555305 0.669082 -0.03 0.07 -0.26
H -0.858538 0.298578 2.254142 0.26 0.01 -1.17
H -2.067021 0.612845 -0.657805 0.06 0.29 0.36
H -3.013294 0.563955 0.915419 -0.16 -0.10 0.24
O -0.382604 -0.586605 -1.739180 1.12 0.93 -1.65
O 2.748387 -0.066299 0.038091 1.00 -0.52 -0.04
O -1.494151 -0.903559 0.649011 -0.47 -1.55 -0.01
```
Forces are in eV/Å.

F_max in eV/Å: 2.230
Energy relative to the best compared isomer or geometry (same formula, charge and spin) in kcal/mol: 76.3
SMILES: O[C@H]1C([C@H]2CO2)[C@@H]1O

=====

The following is a DFT calculation (the ωB97M-V functional and the def2-TZVPD basis) of a 2-piece molecular cluster, C5H8O3 overall.

Geometry as XYZ:
```
16
Properties=species:S:1:pos:R:3:forces:R:3
C -0.805593 -0.194107 -0.380760 -0.55 -1.76 -1.49
C -0.855324 1.255982 0.186082 1.72 -4.51 4.49
C 1.309877 0.688171 -0.112987 -0.30 -3.07 -5.23
C 1.905998 -0.720505 -0.318975 0.24 -4.15 -3.33
C 0.492812 -0.637213 0.220715 3.44 -2.03 -3.09
H -2.680529 -0.798335 -0.299775 2.60 -0.79 1.57
H -0.985828 -0.434737 -1.501922 1.42 1.39 1.38
H -1.160564 1.926053 -0.448671 -0.84 4.13 -3.71
H -1.629560 1.230858 1.006877 1.20 0.36 -0.33
H 0.760453 0.871672 -1.054003 2.21 0.18 -1.13
H 2.779696 -1.577302 -0.003611 -2.38 3.21 0.26
H 1.864029 -1.097161 -1.591866 0.13 2.10 3.68
H -0.407733 -0.053748 1.956824 4.19 -3.12 -1.20
O -1.776770 -1.022127 0.168605 -4.50 0.12 -0.33
O 0.611307 1.442895 0.671779 -3.37 5.30 4.64
O 0.577732 -0.880403 1.501692 -5.21 2.62 3.83
```
Forces are in eV/Å.

F_max in eV/Å: 7.812
Energy relative to the best compared isomer or geometry (same formula, charge and spin) in kcal/mol: 242.3

=====

The following is a DFT calculation (the ωB97M-V functional and the def2-TZVPD basis) of C5H8O3Sn as an isolated structure.

Geometry as XYZ:
```
17
Properties=species:S:1:pos:R:3:forces:R:3
O -0.319988 -0.626812 1.285225 1.12 -1.21 -0.05
C -1.491367 0.565496 0.472833 0.68 5.05 2.27
C -0.542094 1.004897 -0.625881 -0.37 -0.31 0.19
O 0.705856 0.346722 -0.427611 0.46 0.21 0.11
C 0.731936 -0.539773 0.608984 -2.50 -0.64 -0.69
O 1.698989 -1.319595 0.539462 -1.81 -0.67 4.12
Sn 2.775833 -0.912791 -0.977017 3.49 0.60 -4.13
C -2.937022 0.613397 0.246571 1.16 -1.05 -0.20
C -2.768974 -0.887102 -0.052865 0.00 -2.27 -1.09
H -1.249432 0.990179 1.453648 -0.15 0.44 -0.65
H -0.344002 2.078142 -0.530128 -0.37 -0.11 0.00
H -0.925875 0.775893 -1.627899 0.23 -0.04 0.21
H -3.519088 0.800906 1.151299 0.16 0.16 -0.42
H -3.218323 1.194237 -0.636837 -0.10 -0.23 0.26
H -3.359797 -1.501909 0.630742 0.05 -0.03 -0.42
H -1.702576 -1.277659 0.043830 -1.38 0.19 0.16
H -2.903102 -1.085392 -1.122279 -0.65 -0.11 0.32
```
Forces are in eV/Å.

F_max in eV/Å: 5.580
Energy relative to the best compared isomer or geometry (same formula, charge and spin) in kcal/mol: 30.7
2S+1: 2
Total charge: +1